(1)
C22H40BCl16NO6PS | ωB97M-V/def2-TZVPD

For the HOMO energy, the calculation gives -4.9 eV. Its HOMO-LUMO gap is 6.90 eV. The net charge is -1.

Last column: Mulliken charge in e.
Geometry (Å):
Cl 4.61 2.21 -3.94  -0.083
H -1.13 -6.04 3.84  0.292
H 0.14 -6.99 4.63  0.351
H 1.76 3.34 -2.07  0.283
H -7.76 6.13 -2.03  0.270
Cl 5.04 -3.61 2.45  -0.104
C 2.87 0.51 -1.30  -0.898
H 6.06 1.40 -5.60  0.292
C -6.93 6.82 -2.09  0.309
H -4.37 0.11 0.83  0.488
H -0.12 -1.88 -2.72  0.342
H 5.68 -4.50 4.54  0.306
Cl 4.00 5.03 1.73  -0.156
H 6.92 1.81 -4.10  0.251
C 5.01 -4.81 3.75  -0.420
Cl -2.89 7.52 0.60  -0.131
H -0.79 -3.26 -2.11  -0.120
C -3.50 -0.54 0.67  -0.332
Cl -1.76 -5.42 -1.32  -0.020
C 2.53 3.05 -1.34  -1.617
H 3.04 -1.57 -1.20  0.317
H -6.00 6.27 -2.19  -0.221
H -2.09 5.95 -2.50  0.399
Cl 0.53 -4.68 4.78  -0.157
H 0.76 -3.07 2.59  -0.109
Cl 4.42 2.14 1.46  -0.007
O -0.11 0.07 1.55  -0.557
H -0.86 -6.94 -2.87  0.270
Cl 0.70 -6.41 2.42  -0.119
H 6.00 3.87 1.27  0.280
H 0.03 -2.29 0.66  -2.131
Cl -7.14 7.86 -3.50  -0.169
H 2.42 -3.30 2.07  -0.045
H -2.60 -7.18 -2.63  0.303
C 0.87 0.27 0.61  0.256
H 0.75 2.38 0.48  0.276
C -1.82 -6.45 -2.76  -0.426
Cl -3.96 4.54 -2.28  -0.237
H 5.34 -5.77 3.34  0.276
C -1.27 0.88 1.41  -1.694
N -0.87 -2.56 -2.84  -0.515
C 1.26 1.49 0.11  -0.115
Cl 6.00 -0.36 -4.04  -0.154
O -1.79 0.05 -0.91  -0.485
H -2.59 5.77 -0.80  -0.423
H 1.84 -1.68 2.69  0.394
H -1.96 7.85 2.73  0.285
H 3.52 3.16 -1.82  0.286
C 6.04 1.34 -4.52  -0.304
C 2.24 1.65 -0.85  0.737
P -3.37 -1.68 2.11  0.486
H -2.96 -2.67 -2.79  0.126
H 5.46 3.64 2.95  0.309
H -1.69 -2.05 -0.34  -0.796
C 1.58 -3.41 -0.27  -1.830
C -1.57 7.51 1.78  -0.177
C 5.14 3.69 1.91  -0.429
B -2.33 -1.34 -1.13  1.207
C 1.51 -0.87 0.15  0.493
H 1.37 -3.14 -1.31  0.502
H 2.43 3.76 -0.51  0.280
C -0.07 -6.14 3.99  -0.377
H 3.65 0.62 -2.04  -0.096
O -4.59 -2.75 1.90  -0.514
O -3.69 -1.20 -0.55  -0.735
Cl -1.19 4.02 -1.51  -0.030
Cl 3.39 -4.99 4.40  -0.066
H -1.80 0.81 2.37  0.448
C 1.60 -2.56 2.09  -0.483
C -2.20 -1.89 -2.64  -0.577
H -2.25 -1.11 -3.40  0.340
H -1.07 1.94 1.26  0.202
C -2.27 0.45 0.32  1.773
Cl -6.86 7.76 -0.59  -0.159
Cl -0.24 8.55 1.28  -0.161
H 2.68 -3.50 -0.21  0.415
H -2.90 1.77 -0.94  0.236
H 1.08 -4.35 -0.04  0.117
H -4.21 -3.62 1.74  0.307
C 2.50 -0.72 -0.80  -0.335
S -3.63 -0.83 3.83  -0.545
O -2.95 1.70 0.02  -0.580
H -1.21 6.49 1.87  0.185
H -2.01 -3.11 1.29  0.132
C -2.43 5.25 -1.75  0.259
Cl -2.15 -5.52 -4.22  -0.129
O -1.97 -2.50 2.05  -0.360
C 1.13 -2.25 0.64  4.045

(2)
C35H31N2O3PdSb | ωB97M-V/def2-TZVPD

Its expectation value of S² is 2.01. For the HOMO energy (spin up / spin down), the calculation gives -7.0 / -7.2 eV. Its HOMO-LUMO gap (spin up / spin down) is 7.54 / 6.15 eV. Its multiplicity is 3. As for the energy relative to the best compared isomer or geometry (same formula, charge and spin): 0.000 eV. The net charge is 0.

Last column: Mulliken charge in e.
Geometry (Å):
H -4.89 -3.10 5.29  0.415
H 1.26 1.22 -3.20  0.288
H -2.42 4.51 -3.07  0.423
C -2.21 0.83 1.66  -0.560
C -3.06 1.35 2.63  -0.486
C 3.07 1.16 -0.56  -0.616
N 0.94 -2.45 0.79  0.370
C -1.61 3.79 -3.09  -0.735
C 2.00 1.36 0.31  1.094
Pd 0.12 -1.71 -0.99  0.445
O -0.89 -1.50 -3.08  -0.537
C 2.20 -2.48 1.05  -0.613
C -1.07 2.94 1.52  -0.457
H -1.03 4.28 -5.10  0.390
C 3.09 -2.06 -1.31  0.444
C -0.30 2.09 -1.99  0.541
H -2.75 -1.28 -1.35  -0.047
C -1.21 1.61 1.11  0.082
C 4.56 -2.23 0.64  -0.800
H -3.96 -0.83 -2.61  0.547
C -1.83 -2.86 3.86  -0.436
C 4.60 1.87 1.15  -0.624
C 2.24 1.80 1.60  -0.445
C -1.92 3.46 2.48  -0.776
Sb 0.07 0.79 -0.36  2.036
H 6.66 -2.03 0.31  0.430
H -3.56 3.08 3.79  0.393
H 6.39 -1.72 -2.14  0.393
C -2.21 -2.72 2.53  0.630
C -4.53 -2.85 3.19  -0.751
H -1.80 4.49 2.80  0.407
C -4.14 -2.99 4.52  -0.381
H -1.54 0.49 -4.82  0.117
C -3.56 -2.71 2.20  -0.168
H 0.82 2.63 -5.15  0.411
C 4.27 -1.87 -2.08  -0.131
H 5.19 1.24 -0.81  0.447
C 5.51 -1.86 -1.51  -0.582
H -3.23 -0.03 -4.80  0.330
C 5.68 -2.04 -0.13  -0.687
C -1.19 -2.53 1.46  0.474
C -2.80 -3.00 4.85  -0.670
H -3.82 0.73 3.06  0.488
H 5.61 2.06 1.48  0.395
H 2.48 -2.70 2.08  0.327
H -2.90 0.39 -1.94  0.188
N 0.06 -2.68 1.82  -0.943
H -2.49 -3.11 5.88  0.385
H -1.95 -1.11 -5.41  0.385
H 4.66 -2.37 1.71  0.343
C 0.21 2.74 -4.26  -0.792
C 4.37 1.42 -0.14  -0.672
O 1.96 -2.04 -1.94  -0.747
C -2.95 -0.66 -2.22  -0.717
H 1.42 1.93 2.30  0.417
C -1.93 -0.90 -3.30  0.971
H 4.14 -1.74 -3.15  0.445
H -1.95 3.13 -1.09  0.389
C 0.47 1.96 -3.15  -0.408
H -3.85 -2.60 1.17  0.358
H -0.29 3.57 1.09  0.559
H -0.78 -2.87 4.11  0.464
C 3.26 -2.24 0.10  0.696
C -1.34 3.01 -1.98  -0.308
C 3.54 2.06 2.02  -0.725
H 3.72 2.39 3.04  0.414
O -1.62 -2.20 0.30  -1.086
H -5.57 -2.85 2.93  0.401
C -0.83 3.66 -4.23  -0.493
H 2.91 0.76 -1.55  0.051
C -2.21 -0.36 -4.67  -1.049
H -2.34 -0.20 1.33  0.219
C -2.91 2.67 3.04  -0.562

(3)
C3H6NO2S | ωB97M-V/def2-TZVPD

For the HOMO energy, the calculation gives -2.8 eV. Its HOMO-LUMO gap is 6.24 eV. As for the energy relative to the best compared isomer or geometry (same formula, charge and spin): 4.819 eV. The net charge is -1.

Last column: natural (NBO) charge in e.
Geometry (Å):
N 1.17 0.16 -0.02  -0.137
H -1.38 -2.05 0.09  0.203
H 2.23 2.18 0.92  -0.125
H -0.65 -0.99 1.32  0.222
C 0.86 1.40 0.16  0.620
O -0.14 2.07 -0.05  -0.737
S -2.41 0.08 0.09  -0.182
C -0.99 -1.05 0.29  -0.510
C 0.16 -0.70 -0.66  -0.253
H -0.23 -0.22 -1.56  0.198
H 0.71 -1.61 -0.94  0.224
H -1.62 1.18 0.03  0.202
O 2.29 -0.44 0.30  -0.725

(4)
C3H5N3 | ωB97M-V/def2-TZVPD

For the HOMO energy, the calculation gives -7.8 eV. Its HOMO-LUMO gap is 6.79 eV. As for the energy relative to the best compared isomer or geometry (same formula, charge and spin): 5.931 eV. The net charge is 0.

Last column: natural (NBO) charge in e.
Geometry (Å):
H 0.26 1.93 1.14  0.220
C -1.51 -0.25 0.02  -0.673
N 1.88 1.03 -0.03  -0.222
H 0.79 -1.80 -0.48  0.260
H -0.40 -0.53 -1.24  0.380
C 0.71 -0.72 -0.60  -0.256
H -1.76 -1.23 0.46  0.179
C 0.63 1.06 0.62  0.238
N -0.05 0.00 0.36  -0.235
H -2.11 0.52 0.51  0.184
N 1.91 -0.03 -0.75  -0.074

(5)
C19H13NO2S | ωB97M-V/def2-TZVPD

For the HOMO energy, the calculation gives -8.7 eV. Its HOMO-LUMO gap is 8.25 eV. The SMILES is C#Cc1cccc2c1C(=O)c1cc(S)c(N=C(C)C)cc1C2=O. As for the energy relative to the best compared isomer or geometry (same formula, charge and spin): 0.000 eV. The net charge is 0.

Last column: natural (NBO) charge in e.
Geometry (Å):
H 1.29 5.88 0.38  0.211
C -2.62 -4.95 0.36  -0.178
C -0.89 -0.50 0.01  -0.074
H 2.34 -2.41 -2.97  0.231
C 0.59 -0.57 -1.95  0.559
H -0.55 5.65 1.55  0.223
H 2.63 5.11 1.22  0.247
H 1.69 1.57 -0.73  0.238
C -0.51 4.56 1.66  -0.729
C 0.48 1.71 1.08  0.159
H -2.11 -0.40 1.76  0.239
C -0.59 1.11 1.75  -0.189
S -1.12 1.70 3.36  -0.021
H -0.63 4.36 2.73  0.255
C -1.54 -1.70 -0.62  0.548
H -0.65 0.74 4.17  0.141
O -2.74 -1.85 -0.65  -0.488
C 0.29 -4.84 -1.73  -0.181
C 0.52 -2.07 -1.91  -0.113
H 2.12 -4.92 -2.77  0.221
C 0.87 1.17 -0.15  -0.191
C -0.70 -4.04 -1.15  -0.012
H -1.35 4.07 1.17  0.246
H 0.25 -5.92 -1.68  0.226
H 2.14 4.46 -0.37  0.240
N 1.23 2.80 1.57  -0.523
C 1.78 4.92 0.55  -0.682
C -1.28 0.02 1.22  -0.178
C 0.84 3.99 1.28  0.464
C -0.55 -2.66 -1.25  -0.119
C 1.49 -2.88 -2.48  -0.161
C 0.19 0.08 -0.65  -0.114
O 0.90 0.05 -2.93  -0.499
H -3.36 -5.35 1.00  0.238
C -1.81 -4.63 -0.47  -0.037
C 1.37 -4.25 -2.37  -0.197

(6)
C30H68N5O4S6Si | ωB97M-V/def2-TZVPD

For the HOMO energy, the calculation gives -10.5 eV. Its HOMO-LUMO gap is 6.47 eV. The net charge is +1.

Last column: Mulliken charge in e.
Geometry (Å):
H 0.13 0.41 -4.02  0.369
H 0.24 -5.76 -2.60  0.327
H 6.85 -2.33 -4.76  0.382
H 4.42 1.21 -2.64  0.048
H -2.94 -1.54 0.51  0.504
H 1.14 -3.51 -2.76  0.318
H -1.67 -0.26 0.53  -0.108
H 3.33 5.35 -1.52  0.354
C -6.58 -5.13 6.18  -0.968
C 0.55 -3.63 -1.81  -0.139
O -6.95 -2.98 4.66  -0.566
S -3.56 0.52 1.83  -0.074
C 2.71 -5.63 -1.05  -0.224
H -2.08 5.71 -0.48  0.394
H 1.92 2.57 -3.86  0.456
H -2.74 4.25 0.40  0.237
H -4.51 -5.58 4.27  0.392
H -2.59 4.17 -2.13  0.546
H -2.56 2.71 2.61  0.542
H 3.05 3.71 4.01  0.305
C 2.91 4.77 3.83  -0.733
N 1.10 -0.96 -1.79  -0.655
C 0.15 -5.15 -1.65  -0.686
H -6.02 -1.73 2.62  0.030
H 1.07 -5.23 0.36  0.345
H 3.45 7.57 4.08  0.367
H 6.49 -0.63 -4.33  0.367
H 5.18 -1.72 -4.84  0.299
S 5.82 -2.15 -2.59  0.736
H -0.43 2.16 -4.16  0.544
H 4.32 2.30 1.08  0.440
H -1.27 -2.86 -2.75  0.257
H -0.96 1.82 4.22  0.344
H 2.24 4.91 2.98  0.102
C 6.12 -1.66 -4.30  -1.070
C -4.85 -0.14 -1.30  -0.915
H 2.59 1.75 1.01  0.035
H 2.31 4.83 -0.01  0.038
H 8.17 -2.65 -2.64  0.350
C -5.24 -4.87 3.87  -0.855
C -1.93 2.03 -2.27  -0.315
H -0.24 0.75 2.96  0.092
S 4.52 5.51 3.47  0.400
H 3.19 -6.63 -1.30  0.473
O 4.97 4.96 2.16  -0.555
C -6.68 -0.84 2.42  -0.729
H 7.86 -0.96 -2.15  0.351
C 4.54 2.32 -2.44  -0.822
C 3.23 4.64 -0.65  -0.658
H 3.81 0.72 0.17  0.189
H -2.97 -0.33 -3.04  0.373
H 4.65 -5.54 0.17  0.293
H 1.01 -6.90 -0.45  0.376
Si 3.16 2.78 -1.18  0.335
C 1.19 -5.79 -0.61  -0.883
S -5.66 -1.41 -0.23  -0.131
H 2.18 0.92 -3.11  0.290
H -5.81 -5.83 6.51  0.369
H 2.49 5.24 4.72  0.406
C -2.18 1.68 2.35  0.154
S 1.46 -0.99 1.07  0.005
O 5.48 -3.60 -2.59  -0.684
H 3.87 -3.93 -0.03  0.052
H -5.49 0.79 -1.23  0.456
H -6.33 0.68 0.86  0.167
C -3.31 0.12 -1.02  1.491
H -4.77 -4.24 3.12  0.207
H -4.99 -0.50 -2.38  0.312
H -0.04 4.37 -0.95  0.098
C -6.75 -0.38 0.90  -0.291
H -6.08 -5.41 3.43  0.305
H -1.42 -2.83 -0.94  0.241
H -1.53 1.79 1.42  -0.392
H 4.55 2.95 -3.37  0.328
C -1.23 1.03 3.46  -0.925
H -7.05 -4.69 7.06  0.320
H -6.29 0.03 3.05  0.183
H -2.75 2.21 -0.24  -0.914
N -0.29 -1.19 -1.91  0.882
O 1.57 2.46 -1.77  -0.156
H -7.33 -5.65 5.59  0.313
H 2.89 -4.96 -1.94  0.132
H -7.81 -0.29 0.51  0.480
C 3.90 7.18 3.17  -0.889
C -1.61 3.60 -2.11  -1.147
C -1.79 4.75 0.06  -0.950
C 3.56 1.79 0.42  -0.611
C -1.14 -0.20 -2.09  -1.148
H -3.99 2.25 -1.55  0.353
C -2.80 -0.41 0.39  -0.747
C -0.70 -2.64 -1.79  -0.664
H 1.22 -3.37 -0.92  0.070
H -1.67 0.09 3.90  0.278
H 3.16 7.16 2.36  0.254
H 3.15 -5.14 1.15  0.325
C 0.05 1.41 -3.47  -0.889
C 3.63 -5.02 0.13  -0.881
H 7.59 -2.30 -1.00  0.312
H -0.97 3.99 -2.94  0.287
N -0.95 3.92 -0.82  0.178
H 5.52 2.44 -1.87  0.338
N -0.71 1.18 -2.19  1.285
C 1.56 1.86 -3.07  -0.470
C 1.32 -0.70 -0.54  0.190
H -1.24 5.05 1.01  0.236
S -5.84 -3.81 5.21  0.499
C -3.05 1.69 -1.21  -0.380
H -2.42 1.95 -3.30  0.210
H -0.87 -5.30 -1.18  0.343
H 4.74 7.81 2.88  0.336
C 7.54 -2.00 -2.05  -1.038
H -7.73 -1.02 2.80  0.334
N -2.55 -0.55 -2.14  -0.212
H 4.11 4.69 0.08  0.144

Q: Which value of net charge does entry 4 give?
A: 0

Copy entry 3 word for word.
C3H6NO2S | ωB97M-V/def2-TZVPD

For the HOMO energy, the calculation gives -2.8 eV. Its HOMO-LUMO gap is 6.24 eV. As for the energy relative to the best compared isomer or geometry (same formula, charge and spin): 4.819 eV. The net charge is -1.

Last column: natural (NBO) charge in e.
Geometry (Å):
N 1.17 0.16 -0.02  -0.137
H -1.38 -2.05 0.09  0.203
H 2.23 2.18 0.92  -0.125
H -0.65 -0.99 1.32  0.222
C 0.86 1.40 0.16  0.620
O -0.14 2.07 -0.05  -0.737
S -2.41 0.08 0.09  -0.182
C -0.99 -1.05 0.29  -0.510
C 0.16 -0.70 -0.66  -0.253
H -0.23 -0.22 -1.56  0.198
H 0.71 -1.61 -0.94  0.224
H -1.62 1.18 0.03  0.202
O 2.29 -0.44 0.30  -0.725